[1]
Computed, not measured: a molecular structure, C36H40Cl4MnN4O2P, with the ωB97M-V functional and the def2-TZVPD basis.

XYZ file:
```
88
Properties=species:S:1:pos:R:3
Mn -0.333 -0.639 -1.681
Cl 5.577 0.506 -4.302
C 4.007 -0.118 -3.985
C 3.602 -1.326 -4.567
Cl 4.670 -2.188 -5.601
C 2.331 -1.837 -4.309
Cl 1.788 -3.323 -4.973
C 1.485 -1.131 -3.468
O 0.260 -1.547 -3.095
C 1.889 0.060 -2.871
O 1.001 0.585 -2.017
C 3.150 0.580 -3.138
Cl 3.607 2.071 -2.406
C -1.668 0.727 -1.695
C -2.526 1.605 -1.707
C -3.486 2.590 -1.708
C -4.154 2.904 -0.457
C -4.606 4.204 -0.189
C -5.197 4.493 1.027
C -5.361 3.491 1.974
C -4.913 2.199 1.721
C -4.297 1.908 0.521
C -3.783 3.275 -2.948
C -2.797 3.359 -3.945
C -3.073 3.996 -5.137
C -4.339 4.525 -5.363
C -5.333 4.423 -4.396
C -5.059 3.810 -3.189
H -4.448 4.989 -0.915
H -5.527 5.501 1.239
H -5.836 3.719 2.919
H -5.046 1.423 2.463
H -3.945 0.906 0.310
H -1.815 2.946 -3.756
H -2.307 4.078 -5.895
H -4.556 5.013 -6.304
H -6.322 4.813 -4.590
H -5.839 3.696 -2.450
N -0.294 -1.291 -0.180
P 0.762 -1.384 1.075
N 2.334 -1.241 0.669
C 3.028 0.057 0.721
C 4.503 -0.148 1.033
C 5.145 -1.105 0.034
C 4.389 -2.431 0.015
C 2.919 -2.194 -0.294
N 0.608 -2.876 1.708
C 1.654 -3.564 2.474
C 1.881 -4.971 1.906
C 0.590 -5.513 1.279
C -0.615 -4.986 2.051
C -0.735 -3.471 1.856
N 0.330 -0.221 2.133
C -0.288 1.061 1.758
C -1.110 1.573 2.930
C -0.222 1.870 4.150
C 1.052 1.018 4.130
C 0.786 -0.356 3.534
H 2.557 0.672 1.487
H 2.913 0.573 -0.234
H 4.608 -0.546 2.048
H 5.000 0.824 1.010
H 6.195 -1.267 0.281
H 5.118 -0.659 -0.966
H 4.485 -2.928 0.986
H 4.802 -3.104 -0.738
H 2.348 -3.122 -0.261
H 2.826 -1.785 -1.306
H 1.339 -3.619 3.521
H 2.567 -2.974 2.444
H 2.209 -5.622 2.718
H 2.684 -4.959 1.167
H 0.602 -6.602 1.268
H 0.514 -5.187 0.238
H -0.504 -5.227 3.111
H -1.539 -5.456 1.717
H -1.265 -3.011 2.698
H -1.296 -3.255 0.948
H -0.917 0.897 0.886
H 0.475 1.796 1.477
H -1.855 0.812 3.178
H -1.660 2.464 2.623
H -0.784 1.677 5.066
H 0.052 2.926 4.170
H 1.455 0.900 5.136
H 1.829 1.510 3.540
H 0.027 -0.883 4.123
H 1.697 -0.958 3.564
```

Computed properties:
Multiplicity = 2
Net charge = +1
HOMO-LUMO gap (spin up / spin down) = 5.2921 / 5.3287 eV

Löwdin population analysis, charges in e, atoms 1 to 4: 0.74, 0.70, -0.70, -0.70

[2]
Computed, not measured: a gas-phase ion, C19H24FN2 (charge +1) at a distorted geometry, with the ωB97M-V functional and the def2-TZVPD basis.

XYZ file:
```
46
Properties=species:S:1:pos:R:3
C 2.864 -5.010 2.288
C 1.665 -4.185 1.945
C 1.539 -3.597 0.690
C 0.417 -2.861 0.362
C -0.608 -2.687 1.284
C -1.825 -1.884 0.910
N -1.440 -0.568 0.414
C -0.752 0.227 1.406
C -0.153 1.455 0.730
N -1.238 2.257 0.113
C -0.757 3.549 -0.468
C 0.179 3.364 -1.630
C 1.558 3.288 -1.464
C 2.395 3.149 -2.558
C 1.869 3.093 -3.839
C 0.501 3.177 -4.034
C -0.318 3.311 -2.930
F -1.655 3.392 -3.102
C -1.977 1.414 -0.859
C -2.537 0.186 -0.150
C -0.484 -3.264 2.539
C 0.637 -4.008 2.862
H 3.739 -4.678 1.735
H 3.077 -4.965 3.353
H 2.679 -6.053 2.028
H 2.326 -3.726 -0.038
H 0.327 -2.415 -0.618
H -2.358 -2.390 0.100
H -2.507 -1.805 1.771
H -1.421 0.541 2.231
H 0.051 -0.376 1.833
H 0.531 1.143 -0.060
H 0.381 2.070 1.456
H -1.900 2.488 0.864
H -1.635 4.112 -0.795
H -0.255 4.106 0.326
H 1.981 3.356 -0.473
H 3.462 3.095 -2.410
H 2.524 2.992 -4.689
H 0.064 3.148 -5.019
H -1.277 1.096 -1.633
H -2.777 2.000 -1.313
H -3.276 0.497 0.615
H -3.057 -0.435 -0.882
H -1.273 -3.142 3.268
H 0.713 -4.457 3.841
```

Computed properties:
Multiplicity = 1
Net charge = +1
HOMO-LUMO gap = 8.5475 eV
SMILES string = Cc1ccc(CN2CC[NH+](Cc3ccccc3F)CC2)cc1

natural (NBO) population analysis, charges in e, atoms 1 to 4: -0.63, 0.00, -0.21, -0.16

[3]
Computed, not measured: C5H8O2 in the gas phase at a distorted geometry, with the ωB97M-V functional and the def2-TZVPD basis.

XYZ file:
```
15
Properties=species:S:1:pos:R:3
C 0.050 -1.639 0.049
C 0.610 -0.495 0.062
C -0.289 0.886 -0.024
C -2.414 -0.090 -0.367
C 2.037 -0.135 0.236
O -1.617 0.636 0.377
O -3.527 -0.439 0.172
H -1.013 -2.105 -0.041
H 0.033 1.535 0.704
H -0.411 1.075 -1.115
H -2.171 -0.494 -1.274
H 2.401 0.918 -0.069
H 2.597 -0.803 -0.275
H 2.196 -0.375 1.265
H -3.715 -0.087 1.071
```

Computed properties:
Multiplicity = 1
Net charge = 0
HOMO-LUMO gap (spin up / spin down) = 8.2181 / 5.8511 eV

natural (NBO) population analysis, charges in e, atoms 1 to 4: -0.26, -0.18, -0.09, 0.40

[4]
Computed, not measured: C21H17FN2O4 in the gas phase at a distorted geometry, with the ωB97M-V functional and the def2-TZVPD basis.

XYZ file:
```
45
Properties=species:S:1:pos:R:3
O -0.378 -2.567 1.668
C -1.263 -2.394 0.862
C -1.128 -2.812 -0.616
O 0.189 -3.193 -0.933
C 1.179 -2.304 -0.719
C 2.493 -2.793 -0.854
C 3.571 -1.978 -0.636
C 3.392 -0.637 -0.260
C 4.445 0.279 0.035
C 4.165 1.541 0.430
C 2.799 1.993 0.565
O 2.438 3.088 0.949
O 1.818 1.109 0.231
C 2.077 -0.160 -0.148
C 0.980 -0.970 -0.400
N -2.453 -1.836 1.152
C -2.737 -1.225 2.431
C -3.204 0.230 2.266
C -2.203 1.065 1.536
C -1.191 1.814 2.074
N -0.474 2.429 1.094
C -0.980 2.062 -0.113
C -0.566 2.394 -1.398
C -1.260 1.860 -2.461
C -2.359 1.032 -2.223
F -3.020 0.526 -3.298
C -2.801 0.695 -0.967
C -2.089 1.205 0.122
H -1.475 -2.001 -1.271
H -1.735 -3.704 -0.798
H 2.621 -3.830 -1.118
H 4.575 -2.363 -0.733
H 5.467 -0.060 -0.057
H 4.932 2.258 0.672
H 0.002 -0.530 -0.295
H -3.135 -1.705 0.422
H -1.811 -1.269 3.008
H -3.508 -1.803 2.954
H -3.376 0.644 3.260
H -4.153 0.240 1.724
H -0.944 1.959 3.109
H 0.392 2.942 1.217
H 0.280 3.045 -1.553
H -0.981 2.074 -3.480
H -3.678 0.076 -0.850
```

Computed properties:
Multiplicity = 1
Net charge = 0
HOMO-LUMO gap = 8.0032 eV
SMILES string = O=C(COc1ccc2ccc(=O)oc2c1)NCCc1c[nH]c2ccc(F)cc12

natural (NBO) population analysis, charges in e, atoms 1 to 4: -0.61, 0.65, -0.17, -0.47

[5]
Computed, not measured: a molecular structure, C20H18BrIN3O2Pt, with the ωB97M-V functional and the def2-TZVPD basis.

XYZ file:
```
46
Properties=species:S:1:pos:R:3
Pt -1.093 1.677 -0.733
C -1.595 -1.383 2.738
C -0.205 -1.120 2.250
N 0.775 -1.865 2.680
C 2.037 -1.633 2.252
C 2.369 -0.633 1.387
C 3.811 -0.413 1.009
O 4.018 -0.376 -0.399
C 1.321 0.189 0.876
C 1.664 1.281 0.026
N 0.861 2.074 -0.619
C 1.427 3.204 -1.297
C 2.621 3.787 -0.876
C 3.177 4.840 -1.580
C 2.548 5.351 -2.705
C 1.333 4.823 -3.107
C 0.790 3.772 -2.391
I -1.103 3.056 -2.892
C 0.009 -0.067 1.298
O -1.055 0.579 0.909
H -1.564 -2.160 3.496
H -2.237 -1.705 1.915
H -2.040 -0.478 3.152
H 2.798 -2.295 2.649
H 4.423 -1.182 1.483
H 4.166 0.548 1.390
H 4.045 -1.275 -0.739
H 2.722 1.471 -0.099
H 3.109 3.439 0.024
H 4.104 5.276 -1.232
H 2.982 6.178 -3.250
H 0.810 5.237 -3.958
C -3.010 -4.976 -0.096
C -3.200 -3.497 -0.268
C -4.296 -2.826 0.267
C -4.416 -1.453 0.119
C -3.401 -0.841 -0.587
Br -3.512 1.089 -0.804
N -2.366 -1.412 -1.122
C -2.266 -2.734 -0.961
H -3.961 -5.478 0.072
H -2.368 -5.180 0.762
H -2.539 -5.416 -0.974
H -5.055 -3.374 0.810
H -5.244 -0.899 0.536
H -1.398 -3.201 -1.411
```

Computed properties:
Multiplicity = 1
Net charge = +1
HOMO-LUMO gap = 7.3876 eV

natural (NBO) population analysis, charges in e, atoms 1 to 4: 0.67, -0.65, 0.17, -0.37